w:
ORCA calculation (ωB97M-V with the def2-TZVPD basis set) on a cluster of 3 separate species, C4H14NO3 in total.

Last column: Löwdin charge in e.
Atoms and positions in Å:
H  -0.7253  0.8230  -0.6322  0.12
H  -0.7571  -1.7913  1.4099  0.10
C  -0.5968  -0.2481  -0.7246  -0.10
N  0.5015  -0.7541  0.1106  0.06
H  0.9484  -1.5464  -0.3160  0.17
H  -2.5901  -0.6841  -1.5579  0.14
H  2.4831  1.5183  -1.4194  0.06
O  0.9532  3.1836  -0.4121  -0.05
H  1.0657  0.3618  2.8385  0.09
H  0.9641  -1.8756  1.8173  0.13
H  1.0200  3.0608  -1.3463  0.01
C  -1.9489  -1.0581  -0.7380  -0.19
H  -0.3935  -0.4758  -1.7760  0.13
H  2.1954  0.7187  -2.6270  0.09
O  -2.1360  -2.0564  -0.1122  0.09
H  0.3809  3.9594  -0.2946  0.06
H  -0.4954  0.8098  2.0803  0.09
C  0.1355  -1.2103  1.5795  -0.12
C  0.1150  -0.0067  2.4631  -0.06
H  -0.3884  -0.3469  3.3774  0.10
H  1.2041  -0.0213  0.1467  0.14
O  1.8797  0.8247  -1.7049  -0.05

Calculated values
Net charge   +1
HOMO energy   -14.17 eV
HOMO-LUMO gap   11.0913 eV

x:
ORCA calculation (ωB97M-V with the def2-TZVPD basis set) on a cluster of 4 separate species, C4H14NO3 in total.

Last column: Löwdin charge in e.
Atoms and positions in Å:
H  -1.4265  1.3397  -2.0749  0.11
C  0.9623  -0.4041  -0.7779  0.19
O  0.2609  -2.1827  1.6895  -0.05
O  -0.2210  0.2934  1.1648  0.13
H  -0.4612  -2.9764  0.2102  -0.04
C  0.4072  1.1008  -1.0416  -0.15
N  -0.2398  3.1818  1.5443  0.00
H  -0.6146  -3.7661  -1.0573  0.06
H  -1.1706  -0.5304  -0.4548  0.20
H  1.2540  1.7785  -0.8177  0.17
H  0.8787  -1.1190  -1.6123  0.14
H  -0.1261  2.3672  -2.6409  0.11
H  0.5267  3.3606  2.2987  0.08
C  -0.3207  0.1094  -0.1550  -0.30
H  -0.4573  2.1664  1.5935  -0.02
H  -0.0917  0.6604  -3.1527  0.12
H  2.0096  -0.2211  -0.4806  0.17
H  0.2686  -2.3160  2.6343  0.07
C  -0.3415  1.3580  -2.3226  -0.01
O  -0.3252  -2.9379  -0.6915  -0.02
H  -1.0543  3.7969  1.5942  0.02
H  0.1812  -1.1796  1.6319  0.01

Calculated values
Net charge   +1
HOMO energy   -13.13 eV
HOMO-LUMO gap   3.4568 eV

Which of them is least stable? Easy: x.